Here is a cluster of 13 separate species, C40H113N7O13 in total at a distorted geometry from OMol25. Energies are from ωB97M-V/def2-TZVPD.

Output
DFT total energy   -80355.018 eV
Frontier orbital gap   8.22 eV
Relative energy (zero: lowest compared OMol25 entry of this formula, charge and spin)   35.3 kcal per mole

```
! wB97M-V def2-TZVPD RIJCOSX def2/J DEFGRID3
* xyz 0 1
C 2.3883 4.7146 2.3636
C 1.4946 5.0459 3.5269
O 0.4631 5.9243 3.0732
H 2.8963 5.6161 2.0121
H 1.8679 4.3324 1.4827
H 3.1944 4.0229 2.6176
H 2.0972 5.6120 4.2463
H 1.1006 4.1890 4.0763
H 0.3000 6.6104 3.7248
C -0.4362 2.6814 -3.5419
C -1.4351 3.8051 -3.7199
O -0.8047 4.8488 -4.4744
H -0.1020 2.2938 -4.5088
H -0.7975 1.8421 -2.9427
H 0.4573 3.0616 -3.0452
H -1.6640 4.2545 -2.7554
H -2.3698 3.4862 -4.1852
H -0.7837 4.5841 -5.3987
C 5.1675 -0.2366 -3.3548
C 6.4264 0.5402 -3.0818
O 7.4564 0.2145 -4.0200
H 4.3424 0.1381 -2.7313
H 5.1195 -1.3154 -3.2226
H 4.8009 -0.0068 -4.3612
H 6.8465 0.2990 -2.1026
H 6.2640 1.6208 -3.0744
H 7.4022 0.8233 -4.7607
C -1.6224 2.7970 4.1660
C -0.8788 1.5273 4.5517
O -1.6288 0.3550 4.2062
H -2.5160 2.9429 4.7767
H -2.0000 2.7368 3.1454
H -0.9030 3.6017 4.3097
H -0.7275 1.4826 5.6363
H 0.1180 1.5275 4.1098
H -2.3620 0.3366 4.8284
C 5.3135 0.3343 1.4661
C 4.3956 -0.8208 1.8297
O 5.0112 -1.7058 2.7464
H 5.4689 0.9746 2.3353
H 4.7983 0.8992 0.6796
H 6.2773 0.0599 1.0407
H 4.0859 -1.3478 0.9228
H 3.4441 -0.4035 2.1872
H 4.9685 -1.2966 3.6152
C -1.3598 4.1274 0.4095
C -0.8213 5.4314 -0.1681
O -1.0582 6.4710 0.7652
H -2.4327 4.1875 0.5851
H -0.8295 3.9243 1.3421
H -1.1773 3.3040 -0.2898
H -1.3674 5.6437 -1.0903
H 0.2345 5.3941 -0.4615
H -0.4969 6.2852 1.5318
C 0.7507 -5.7088 -6.0253
C 0.5433 -4.9259 -4.7437
C 0.6898 -3.4341 -4.9130
O 0.3243 -2.7939 -3.7126
C 0.6588 -1.4178 -3.6826
N -0.7578 -5.2646 -4.1464
H 1.7887 -5.6739 -6.3626
H 0.1407 -5.2812 -6.8286
H 0.4459 -6.7490 -5.9285
H 1.3300 -5.2760 -4.0561
H 0.0811 -3.1035 -5.7689
H 1.7304 -3.1904 -5.1710
H 0.1863 -0.8296 -4.4774
H 1.7414 -1.2653 -3.7402
H 0.2380 -1.0900 -2.7319
H -1.0090 -4.5590 -3.4608
H -0.6513 -6.0962 -3.5750
C 2.7873 -3.9137 -1.5104
C 1.8521 -3.9920 -0.3042
C 0.4303 -4.1591 -0.7650
O -0.3890 -4.4852 0.3538
C -1.7376 -4.3610 0.0000
N 2.2513 -5.1392 0.5513
H 2.5249 -3.1246 -2.2249
H 2.8461 -4.8837 -2.0087
H 3.8166 -3.6444 -1.2478
H 1.9886 -3.0778 0.2806
H 0.3357 -4.9977 -1.4702
H 0.0674 -3.2505 -1.2564
H -2.1046 -3.3306 0.0984
H -2.3527 -4.9731 0.6663
H -1.9689 -4.7367 -1.0082
H 3.1504 -4.8827 0.9626
H 2.6108 -5.8263 -0.1194
C 2.9371 3.8664 -4.3705
C 2.9904 5.3707 -4.1836
C 3.0423 6.0768 -5.5222
O 3.3801 7.4356 -5.3295
C 3.3936 8.1437 -6.5279
N 1.8891 5.7970 -3.3219
H 2.8127 3.3058 -3.4428
H 3.8791 3.5041 -4.7913
H 2.1070 3.5546 -5.0101
H 3.9262 5.6032 -3.6659
H 2.1286 5.9880 -6.1256
H 3.8503 5.6060 -6.1111
H 4.0990 7.7029 -7.2532
H 3.6970 9.1743 -6.3605
H 2.4405 8.1434 -7.0774
H 1.8666 6.8114 -3.2554
H 0.9987 5.5957 -3.7845
C -5.2291 -1.7193 3.0060
C -4.1556 -2.2844 3.9141
C -4.7502 -2.9075 5.1699
O -5.4715 -1.9657 5.9012
C -6.3003 -2.5417 6.8934
N -3.2551 -3.1760 3.1792
H -4.7537 -1.2370 2.1477
H -5.7814 -0.9397 3.5293
H -5.9009 -2.5076 2.6603
H -3.5117 -1.4810 4.2900
H -3.9254 -3.3448 5.7613
H -5.3582 -3.7905 4.9014
H -5.7026 -2.8836 7.7410
H -6.8912 -3.3457 6.4408
H -7.0243 -1.7927 7.2101
H -2.6186 -3.6506 3.8193
H -3.8218 -3.9804 2.8961
C 1.3278 -2.0036 4.4803
C 1.7312 -3.1237 3.5283
C 2.5375 -4.1459 4.3101
O 2.8931 -5.2237 3.4754
C 3.8895 -6.0573 3.9770
N 0.5407 -3.7590 2.8991
H 2.1960 -1.7159 5.0985
H 0.6253 -2.3349 5.2513
H 0.9630 -1.1016 3.9944
H 2.3326 -2.7192 2.7080
H 1.8805 -4.5441 5.1002
H 3.4524 -3.6759 4.6886
H 3.4811 -7.0178 4.3213
H 4.4983 -5.6010 4.7649
H 4.5904 -6.3593 3.1883
H 0.0335 -2.9773 2.4649
H -0.0293 -3.9646 3.7246
C -2.0575 0.3084 0.3977
C -0.8846 -0.6490 0.6108
C 0.4263 0.1075 0.6872
O 0.5931 0.8868 -0.4663
C 1.8599 1.5022 -0.5263
N -1.0650 -1.3624 1.8755
H -1.8411 0.9432 -0.4651
H -2.1979 0.9547 1.2669
H -2.9746 -0.2620 0.2437
H -0.7505 -1.3350 -0.2316
H 1.2748 -0.5704 0.8733
H 0.4361 0.7504 1.5909
H 1.7953 2.1843 -1.3745
H 2.6685 0.7756 -0.6502
H 2.0303 2.1414 0.3499
H -1.0300 -0.6879 2.6402
H -2.0159 -1.7195 1.9394
C -5.2459 1.8623 0.4617
C -6.5085 1.4682 -0.2919
C -6.6695 -0.0377 -0.2705
O -5.6182 -0.6635 -0.9810
C -5.7303 -2.0640 -0.9831
N -7.6481 2.1229 0.3740
H -5.1803 1.4338 1.4650
H -5.0916 2.9385 0.4062
H -4.3782 1.4259 -0.0400
H -6.4261 1.8940 -1.2923
H -7.6437 -0.3385 -0.6832
H -6.6107 -0.3941 0.7697
H -6.7268 -2.3900 -1.2977
H -5.4678 -2.4757 0.0008
H -4.9972 -2.4853 -1.6718
H -7.7122 1.7969 1.3346
H -8.5091 1.7968 -0.0581
*
```